# 1
# C25H16BrF12N2O3Os

A molecular structure, C25H16BrF12N2O3Os (ωB97M-V with the def2-TZVPD basis set, OMol25).

```
! RIJCOSX wB97M-V def2-TZVPD def2/J DEFGRID3
* xyz 1 5
H 1.55331 -4.90369 -3.07181
F -0.62599 -4.16519 2.10289
H 2.91001 -2.50989 4.31539
F -0.22739 1.34991 -4.73861
H 2.08081 -1.34539 5.32859
C 2.12151 0.04361 2.45299
N 1.18271 -1.89339 -1.62501
C -1.53789 -2.04149 1.56549
H 0.30031 -2.52869 3.61539
O -0.76729 0.26101 -2.56351
C -0.26499 -1.29259 1.95359
C 0.56341 -1.69819 2.98299
C 0.90341 -3.02479 -2.25171
F -3.78549 -1.82309 2.46549
H -1.10609 4.21181 -2.26281
Os -1.17069 -1.07459 -1.21451
F -3.29339 -0.67229 0.71529
H 1.57901 1.32581 0.82999
C -2.73759 1.52681 -2.87511
O -1.52579 -2.34479 0.22969
C -0.80479 2.47351 1.13219
C -0.99219 2.31861 -1.27331
C 1.29291 0.48721 1.44909
C 1.82261 -3.99349 -2.56241
C -0.84049 5.96711 -0.28491
C -0.48029 2.24091 -3.78931
H -0.80409 1.97841 2.08969
C 3.15761 -3.76429 -2.18131
C 2.44841 -1.64559 -1.31711
H 4.48661 -2.28749 -1.32371
Br -0.97599 -3.18459 -2.69451
C 0.07551 -0.15829 1.17639
C 2.62461 -1.46179 4.39219
F -3.25509 0.48451 -2.17891
H -0.35859 6.28211 -1.20701
C 3.46901 -2.53779 -1.57931
H 3.52321 -0.85419 4.43609
C 1.76241 -1.03579 3.25679
F -2.52229 -0.10529 2.64109
C -2.80719 -1.16259 1.87279
H 3.05611 0.55201 2.63879
C -0.87199 4.48771 -0.17211
F -3.02069 1.32031 -4.15141
F 0.68771 2.77981 -3.43291
F -2.75229 -4.06949 1.86489
F -1.21059 3.21501 -4.33031
C -0.82769 1.66151 -0.02721
H 4.93271 -4.52899 -2.12831
C -1.70129 -3.39679 2.31089
C -1.19619 1.55121 -2.58251
C -0.81919 3.84231 1.06399
H -0.32509 6.42141 0.55639
N -0.71229 0.30621 0.13299
O 4.02811 -4.73309 -2.40771
F -3.37829 2.61861 -2.48201
H 2.63651 -0.69109 -0.85211
F -1.84049 -3.25379 3.63239
H -0.79589 4.42551 1.97299
C -1.00039 3.70051 -1.31921
H -1.86279 6.34881 -0.29691
*
```

The value obtained for the max |F| is 1.6 eV/Å. As for the energy: -5160.37764 hartree. As for the expectation value of S²: 6.039. The value obtained for the molar mass is 890.52 g mol⁻¹. For the HOMO-LUMO gap (spin up / spin down), the calculation gives 8.5 / 6.4 eV. As for the LUMO energy (spin up / spin down): -0.10079 / -0.20487 Eh.

=====

# 2
# C42H37F5IrO4PTe

A molecular structure, C42H37F5IrO4PTe (ωB97M-V with the def2-TZVPD basis set, OMol25).

```
! RIJCOSX wB97M-V def2-TZVPD def2/J DEFGRID3
* xyz -1 2
C 0.56471 0.36891 -4.09533
F -1.40613 0.01624 6.88512
O -3.23375 3.32750 -1.76867
H 2.07781 -3.96375 -1.08925
F 1.12455 0.10894 7.00610
F -0.25441 -1.78370 5.52870
C 0.13047 2.72932 2.91406
C 4.26852 -0.79454 -0.75147
C -1.49097 2.72282 0.58087
C -0.10953 2.79291 0.42502
C -4.68565 -0.20503 1.97574
C -3.55387 0.20205 1.28842
H 1.70959 3.76396 0.99716
C 1.37741 -2.18204 -0.05670
H 2.22133 -0.95148 3.10884
C 0.06965 -5.30467 -3.69434
H 1.48534 1.69182 -7.06619
F -1.76591 0.21743 4.36715
C -5.93814 1.52927 0.90184
C -0.00393 -3.04016 -2.87663
H -0.01658 2.15596 -5.15600
O 1.08879 -0.00588 0.67490
C 2.21719 -1.06058 -5.23203
C 1.33437 3.40522 3.03613
H 3.35586 -1.01303 1.74812
C 2.45507 -1.45358 2.16804
C 0.00370 4.60466 1.99799
C 4.70084 -2.08523 -0.24728
H 3.40225 3.46159 2.46038
C 2.24444 -0.14772 -6.27728
C 3.86838 -3.13036 -0.22555
C 1.18354 1.10518 1.49301
H -4.61403 -1.03716 2.66502
H 2.65084 -2.50347 2.38749
C 2.38844 1.78921 1.59213
C 2.46054 2.93448 2.37081
C -0.00025 -1.76775 1.94649
H -4.84549 2.78429 -0.45434
C 0.60284 1.26756 -5.16334
H -6.87085 2.05621 0.74094
C 0.63402 3.72825 1.12858
C -1.25073 -5.48746 -3.30110
O -1.80554 1.87891 -2.66884
H -2.97908 -4.58948 -2.40057
H 2.88652 -0.32095 -7.13167
C -1.94987 -4.44944 -2.70376
C 0.69097 -4.08509 -3.48199
H -6.77498 0.14622 2.31746
H 0.06934 -2.81234 2.25532
H 3.25176 1.41071 1.06057
C -5.88723 0.45920 1.78272
H 4.97283 0.02783 -0.76533
P 0.79680 -1.43882 -2.60696
H 0.61300 -6.11345 -4.16588
C 1.38322 -0.77783 -4.16301
C 2.03986 -1.70202 -1.31142
C 3.04524 -0.62625 -1.26574
C 1.27340 -1.35553 1.21716
C -4.80028 1.94475 0.22210
O -1.45004 0.55897 -0.42365
H 0.41455 -2.62897 -0.28305
Ir -0.41766 0.39459 -2.34976
H 4.22852 -4.10816 0.07200
F -0.41161 2.09719 5.87135
H -0.87202 1.02688 2.09001
Te -0.14301 0.18263 5.51733
H 0.40124 2.11941 -0.25613
H -2.64093 -0.34570 1.45626
C -3.58903 1.28270 0.40823
H -3.19170 3.56594 1.57813
H 2.83412 -1.95133 -5.25650
H 0.58301 5.32945 2.55554
C 1.44474 0.99662 -6.23541
C -2.28150 1.72371 -0.25822
H 5.72743 -2.20338 0.07636
C -2.48595 2.37689 -1.67895
H -0.88790 0.41073 0.35417
C 2.46472 -3.04330 -0.66451
H 1.39724 4.28732 3.65879
H -0.16629 -1.17619 2.84456
H -0.74905 3.06621 3.44483
C 0.05639 1.57782 2.14363
H 2.77620 0.31888 -1.72689
H -1.87010 -2.40386 -2.03829
C -1.37433 4.53984 2.15527
C -1.32956 -3.22496 -2.49614
H 1.72062 -3.94090 -3.79065
H -1.73518 -6.44161 -3.46460
C -2.11900 3.60783 1.44882
H -1.87557 5.21659 2.83547
H -0.86458 -1.65444 1.28824
*
```

The value obtained for the max |F| is 8.2 eV/Å. As for the energy: -3136.52183 hartree. As for the expectation value of S²: 0.753. The energy relative to the best compared isomer or geometry (same formula, charge and spin) is 7.251 eV. The value obtained for the molar mass is 1051.54 g mol⁻¹. For the HOMO-LUMO gap (spin up / spin down), the calculation gives 6.8 / 5.7 eV. As for the LUMO energy (spin up / spin down): 0.07329 / 0.03534 Eh.

=====

# 3
# C4H7NSi

A single C4H7NSi molecule (ωB97M-V with the def2-TZVPD basis set, OMol25).

```
! RIJCOSX wB97M-V def2-TZVPD def2/J DEFGRID3
* xyz 0 1
H 1.41542 2.52536 2.33614
H 0.54155 -1.97379 -0.53212
C -0.33224 -0.00708 0.29340
H 0.78791 3.07640 1.00125
C -2.30222 -2.39140 -2.00201
C -1.58156 -1.89295 -1.16643
N 0.91345 2.21060 1.52354
Si 1.31520 0.78923 0.61235
C -0.40738 -1.45080 -0.55185
H 2.11620 -0.36301 1.48167
H -3.02787 -2.44237 -2.68315
H 1.70571 1.27067 -0.64508
H -1.14417 0.64913 0.33229
*
```

The value obtained for the max |F| is 8.4 eV/Å. As for the energy: -500.68746 hartree. The energy relative to the best compared isomer or geometry (same formula, charge and spin) is 1.943 eV. The value obtained for the molar mass is 97.19 g mol⁻¹. For the HOMO-LUMO gap (spin up / spin down), the calculation gives 8.1 / 8.2 eV. As for the LUMO energy (spin up / spin down): -0.00698 / -0.01036 Eh.

=====

# 4
# C4H7NO

2 unconnected molecules or ions with the total composition C4H7NO (ωB97M-V with the def2-TZVPD basis set, OMol25).

```
! RIJCOSX wB97M-V def2-TZVPD def2/J DEFGRID3
* xyz 0 1
H -0.06786 -1.69742 1.00338
H -0.68195 1.60221 -0.44037
H 0.42286 -1.38525 2.80716
O 0.81197 1.36176 1.53740
N -1.40825 -0.34154 -0.31720
H 0.84988 -0.80634 -1.58268
C 0.55083 0.22259 1.60318
C 0.49994 0.22414 -1.69760
H 0.09980 0.33941 -2.70950
C 0.27746 -1.04453 1.79446
H 1.34378 0.91241 -1.58718
H -2.08966 0.06173 0.33002
C -0.60880 0.55083 -0.74107
*
```

The value obtained for the max |F| is 0.9 eV/Å. As for the energy: -286.54311 hartree. The energy relative to the best compared isomer or geometry (same formula, charge and spin) is 2.409 eV. The value obtained for the molar mass is 85.11 g mol⁻¹. For the HOMO-LUMO gap, the calculation gives 10.1 eV. As for the LUMO energy: 0.03477 Eh.

=====

# 5
# C38H31F11MoN11O7S4

A molecular structure, C38H31F11MoN11O7S4 (ωB97M-V with the def2-TZVPD basis set, OMol25).

```
! RIJCOSX wB97M-V def2-TZVPD def2/J DEFGRID3
* xyz 1 3
H -2.42546 -2.88316 -0.15324
H -0.13108 -5.10281 4.15039
O 2.53687 2.31634 -1.18615
C -4.34510 -2.21202 0.67230
C 1.81814 1.30576 -5.08096
H -6.64105 -1.40910 1.62924
C -5.27955 -0.95254 5.39618
C 1.19931 1.31936 -3.82940
F 3.09137 3.31498 1.19487
C 3.50785 2.02602 1.18891
H 0.07373 0.10162 3.86157
F 5.32662 -2.01704 -2.01714
C -4.91612 -3.02542 6.47611
Mo -0.55566 -0.20084 0.30572
C 0.05659 -3.17895 1.35714
F -4.31261 1.68569 -5.64783
C 0.70368 -5.67974 0.22700
H 0.76185 -4.58640 -1.64311
C -0.46741 -1.85508 3.18779
N -5.71209 -0.60566 3.30869
N 3.81833 0.18337 -0.82433
H 0.33816 3.31288 -0.53611
H 0.77001 4.25577 -6.32061
N -4.67363 -0.96948 1.18659
N 2.51069 -1.87122 -3.18546
C -2.65014 2.02666 -2.46878
O -0.47502 1.22228 1.82542
C -0.45193 -3.00199 4.01697
N -5.65511 0.59875 3.94333
N -0.02583 3.40769 1.42157
H -5.06338 -3.00940 0.59187
S 4.04641 -1.13890 0.09615
C -5.91003 -0.64784 1.89068
C 0.02203 2.31611 2.17650
C -2.40494 -0.20234 -3.22132
C -0.14886 -4.22355 3.51749
N -5.40360 0.41140 5.17886
C 0.59552 -4.52799 -0.57374
N -0.22322 -1.92085 1.88035
H 1.50107 3.34707 4.86644
H 1.90401 3.93892 3.24643
H 0.96610 -6.62732 -0.22324
C 0.43611 2.42946 -3.47881
H -3.65706 1.37480 2.60352
C -3.14669 0.10679 -4.35001
O -1.28192 0.57896 -1.23270
C -0.77762 -0.56984 3.89393
F -3.85487 3.58627 -3.73955
H -1.08642 4.07287 -0.11831
C -3.57950 1.25579 1.52249
C 1.68070 2.34807 -5.98878
H 0.32104 4.35819 4.00090
C -3.04950 -2.13997 0.30917
C 5.55442 -1.78172 -0.72739
S 2.71448 -0.17285 -5.25386
H -0.67833 -2.87374 5.06546
H -4.87496 -1.13731 7.51231
H -0.01084 2.47040 -2.49244
C 0.28315 3.47150 -4.37594
H 2.46180 -2.01234 -2.18418
F 4.81801 2.02300 1.11982
C 1.09683 3.60059 3.89440
O 4.42921 -0.82107 1.44238
N -0.46357 3.30384 0.09401
O 1.54207 0.59703 0.27296
C 0.26438 -3.31339 -0.02862
C -2.09465 0.76863 -2.28515
H -1.00427 -0.78394 4.93476
C -5.00377 -1.65707 6.57235
C -5.47313 -1.61456 4.19484
F -2.01577 -1.47009 -3.06124
H -4.43158 1.77264 1.07836
S 0.06436 -1.94622 -1.08249
F 5.86200 -2.91942 -0.12188
C 0.13094 -4.34199 2.14489
N -2.57609 -0.87221 0.61717
F 3.09878 1.48801 2.33297
H 0.49160 4.22387 1.71356
F -3.41092 -0.84992 -5.23502
C 2.15511 -0.64568 -3.65463
H -0.31692 4.33131 -4.10047
H 3.25749 -2.34743 -3.66090
H 2.17545 2.31321 -6.95065
H -4.71113 -3.61274 7.36106
O 0.52332 2.37713 3.38753
H 0.50929 -6.46000 2.20537
S 2.75566 1.19690 -0.32612
H -1.63144 -0.05491 3.45680
F 6.55388 -0.92443 -0.60791
H -2.67318 1.73485 1.16769
N 1.39688 0.19367 -3.02574
H -5.51829 -3.52677 3.14215
C -3.38436 2.34979 -3.59054
H -6.27651 0.32909 1.58812
C -3.58492 -0.17752 1.12322
C 0.89811 3.43357 -5.62951
C 0.45805 -5.58883 1.56447
O 3.05067 -2.15713 -0.10993
C -3.62286 1.38769 -4.55325
C -5.37822 -3.00665 4.08007
F -2.44930 2.97978 -1.54483
C -5.09732 -3.68938 5.24166
H -5.01466 -4.76798 5.21089
*
```

The value obtained for the max |F| is 0.8 eV/Å. As for the energy: -5354.98946 hartree. As for the expectation value of S²: 2.017. The value obtained for the molar mass is 1186.92 g mol⁻¹. For the HOMO-LUMO gap (spin up / spin down), the calculation gives 5.8 / 6.2 eV. As for the LUMO energy (spin up / spin down): -0.14693 / -0.13475 Eh.

=====

# 6
# C5H11N2

A gas-phase ion, C5H11N2 (charge +1) (ωB97M-V with the def2-TZVPD basis set, OMol25).

```
! RIJCOSX wB97M-V def2-TZVPD def2/J DEFGRID3
* xyz 1 1
H 0.91242 -3.21035 1.74709
C -1.34436 1.52148 -1.27782
H -1.91520 2.06306 -0.44028
H 0.80712 -1.68784 -0.58768
C -0.52998 -0.20199 0.23647
C -1.21729 0.03293 -1.07305
N 1.31884 -1.12621 1.46066
H -0.67313 -0.36907 -1.95868
H 0.60988 2.32450 -2.09029
H -0.99271 0.33935 1.11524
H -1.67860 2.00310 -2.17060
C 0.46781 -1.06327 0.32552
H 0.67731 1.68436 -0.55629
N 0.12145 2.27246 -1.18632
H 1.86877 -2.13501 3.04740
H 0.15630 3.17776 -0.70218
H -2.19246 -0.53734 -1.24525
C 1.34687 -2.23520 2.10906
*
```

The value obtained for the max |F| is 3.6 eV/Å. As for the energy: -306.30258 hartree. The energy relative to the best compared isomer or geometry (same formula, charge and spin) is 2.201 eV. The value obtained for the molar mass is 99.16 g mol⁻¹. For the HOMO-LUMO gap, the calculation gives 9.4 eV. As for the LUMO energy: -0.12738 Eh.

=====

# 7
# H22O11

11 unconnected molecules or ions with the total composition H22O11 (ωB97M-V with the def2-TZVPD basis set, OMol25).

```
! RIJCOSX wB97M-V def2-TZVPD def2/J DEFGRID3
* xyz 0 1
H -0.30970 0.13943 -0.26758
O 2.25969 1.81027 -0.23861
H -3.23211 -0.20621 -3.37953
H -2.19194 1.00445 -1.24416
O -1.23781 0.34468 2.36557
H 2.29786 -1.03413 1.22099
H -3.64119 -1.22607 -0.27895
O -1.47826 -2.30067 1.71606
H -1.82760 0.19913 3.09231
H -1.11423 -1.39854 1.90783
H -1.31103 1.21216 2.09975
H 0.42850 -2.11487 -0.13566
H 1.11389 0.49491 -0.04675
O 0.63924 -3.06433 -0.05783
H 0.45300 1.14662 -2.74814
H -2.23148 -1.63699 -0.05288
O 2.60422 2.41744 2.59508
O 1.14489 0.48408 -2.83022
H 1.29377 0.49589 -3.77499
H 3.18153 3.14459 2.34938
O 2.66387 -0.90019 2.12792
H 1.82455 2.67552 -0.50595
O -2.83391 -1.45643 -0.74857
H 2.69328 1.50507 -1.04929
O -1.70081 1.53765 -0.60915
O 0.48922 -0.18817 0.06326
H 3.28497 -0.19607 2.16334
H 2.59522 2.06619 1.69621
H 0.96045 -3.25890 -0.94457
O -2.44587 -0.07921 -2.79135
H -0.80435 -2.91035 1.36170
H -2.61815 -0.64910 -2.00817
H -0.94971 1.94214 -1.04704
*
```

The value obtained for the max |F| is 3.1 eV/Å. As for the energy: -840.81673 hartree. The energy relative to the best compared isomer or geometry (same formula, charge and spin) is 1.725 eV. The value obtained for the molar mass is 198.17 g mol⁻¹. For the HOMO-LUMO gap, the calculation gives 10.2 eV. As for the LUMO energy: -0.01268 Eh.

=====

# 8
# C4H10N2O

2 unconnected molecules or ions with the total composition C4H10N2O (ωB97M-V with the def2-TZVPD basis set, OMol25).

```
! RIJCOSX wB97M-V def2-TZVPD def2/J DEFGRID3
* xyz 0 1
C 1.42824 0.38566 -1.08666
C 0.17946 -0.73004 0.90071
N -1.80277 0.70342 0.77834
H -0.39582 1.53412 1.96332
H 0.85019 1.30157 -1.22251
H 2.18409 0.58777 -0.32824
N -1.21100 1.82115 1.40685
H -0.87340 2.44838 0.68077
O 0.74229 -0.02064 1.71279
H -1.25851 0.25493 -0.02982
C 0.52607 -0.71914 -0.62797
C 0.23908 -1.78849 -1.37245
H -0.32246 -2.62243 -0.97834
H 0.54889 -1.86901 -2.40320
H -2.38569 0.21724 1.45523
H 1.91085 0.14751 -2.03209
H -0.35951 -1.65202 1.18326
*
```

The value obtained for the max |F| is 2.6 eV/Å. As for the energy: -343.06331 hartree. The energy relative to the best compared isomer or geometry (same formula, charge and spin) is 3.759 eV. The value obtained for the molar mass is 102.14 g mol⁻¹. For the HOMO-LUMO gap, the calculation gives 9.2 eV. As for the LUMO energy: 0.01980 Eh.